{"formula": "C27H35BCl39FNO2", "method": "the ωB97M-V functional and the def2-TZVPD basis", "species": ["C", "C", "C", "F", "C", "O", "B", "C", "C", "N", "O", "C", "C", "C", "C", "C", "C", "C", "C", "H", "H", "H", "H", "H", "H", "H", "H", "H", "H", "H", "H", "H", "H", "H", "H", "H", "H", "H", "H", "H", "H", "C", "Cl", "Cl", "Cl", "H", "C", "Cl", "Cl", "Cl", "H", "C", "Cl", "Cl", "Cl", "H", "C", "Cl", "Cl", "Cl", "H", "C", "Cl", "Cl", "Cl", "H", "C", "Cl", "Cl", "Cl", "H", "C", "Cl", "Cl", "Cl", "H", "C", "Cl", "Cl", "Cl", "H", "C", "Cl", "Cl", "Cl", "H", "C", "Cl", "Cl", "Cl", "H", "C", "Cl", "Cl", "Cl", "H", "C", "Cl", "Cl", "Cl", "H", "C", "Cl", "Cl", "Cl", "H"], "coordinates": [[2.064, -4.563, 1.598], [0.965, -3.743, 0.742], [1.398, -2.181, 0.699], [1.567, -1.664, 2.025], [0.316, -1.406, -0.191], [-0.846, -1.289, 0.673], [-1.120, 0.113, 1.183], [-2.621, 0.395, 0.569], [-3.664, 1.122, 1.564], [-3.324, 1.064, 3.010], [0.034, 0.836, 0.563], [0.555, 0.147, -0.584], [1.964, 0.601, -1.200], [2.903, 1.038, 0.046], [2.724, 2.486, 0.576], [3.570, 2.915, 1.792], [4.596, 1.979, 2.507], [4.820, 0.552, 1.971], [3.954, 0.109, 0.743], [3.092, -4.497, 1.077], [1.760, -5.672, 1.640], [2.107, -4.080, 2.637], [-0.098, -3.848, 1.140], [0.960, -4.078, -0.365], [2.391, -2.162, 0.106], [0.074, -1.976, -1.157], [-1.016, -0.075, 2.368], [-3.059, -0.597, 0.186], [-2.521, 1.070, -0.371], [-3.817, 2.209, 1.253], [-4.678, 0.576, 1.428], [-2.558, 1.692, 3.271], [-3.194, 0.109, 3.356], [-0.227, 0.388, -1.398], [2.441, -0.287, -1.750], [1.787, 1.468, -1.942], [1.994, 3.196, 0.078], [3.454, 3.969, 2.203], [5.165, 2.367, 3.411], [5.561, -0.173, 2.458], [4.153, -0.965, 0.381], [5.177, -0.220, -3.971], [4.934, -0.269, -2.220], [3.949, 0.798, -4.738], [6.803, 0.365, -4.360], [5.075, -1.231, -4.359], [1.590, 4.757, -3.213], [1.198, 3.503, -4.399], [0.752, 4.451, -1.686], [3.339, 4.843, -2.954], [1.253, 5.715, -3.603], [2.177, 7.708, -0.548], [1.374, 8.235, -2.036], [3.903, 8.093, -0.604], [1.418, 8.453, 0.865], [2.069, 6.628, -0.465], [-1.406, 7.204, 3.273], [-1.150, 8.837, 2.637], [-3.135, 6.853, 3.403], [-0.605, 6.001, 2.253], [-0.971, 7.152, 4.267], [9.731, -1.241, -1.694], [8.026, -0.849, -1.950], [10.746, -0.410, -2.883], [10.228, -0.818, -0.048], [9.860, -2.314, -1.824], [7.053, -0.921, 4.976], [7.596, -0.852, 3.295], [5.817, -2.169, 5.180], [8.421, -1.217, 6.061], [6.614, 0.041, 5.234], [10.568, 0.778, 8.509], [12.223, 0.433, 7.988], [10.480, 0.881, 10.274], [9.982, 2.274, 7.769], [9.928, -0.039, 8.182], [-5.551, -1.966, -1.914], [-6.374, -1.439, -3.391], [-3.825, -1.596, -1.997], [-6.281, -1.208, -0.492], [-5.666, -3.045, -1.825], [-8.955, -3.982, -4.475], [-9.956, -2.890, -3.509], [-7.522, -4.478, -3.568], [-9.891, -5.397, -4.984], [-8.629, -3.449, -5.366], [-1.698, 9.937, 6.753], [-0.280, 10.397, 7.705], [-1.732, 10.823, 5.220], [-1.717, 8.191, 6.474], [-2.590, 10.201, 7.318], [-9.367, -6.813, -8.520], [-7.794, -7.253, -7.841], [-9.170, -5.668, -9.855], [-10.238, -8.255, -9.062], [-9.953, -6.331, -7.741], [-13.821, -6.881, -8.056], [-12.383, -6.443, -7.121], [-13.875, -5.973, -9.573], [-13.853, -8.622, -8.372], [-14.701, -6.623, -7.471], [-2.635, -6.054, 1.316], [-0.996, -6.410, 0.751], [-2.679, -5.971, 3.083], [-3.220, -4.543, 0.608], [-3.291, -6.861, 0.994]], "forces_ev_per_a": [[-0.6947, 0.1897, -0.6633], [0.9231, 0.8600, 0.0416], [-0.2414, -1.1995, -1.7189], [-0.1948, -0.6582, -2.1283], [-1.1151, 1.3544, 1.9694], [1.4950, -1.8383, -2.1223], [0.4843, -1.8009, -1.3732], [-1.0375, 1.3437, -0.4516], [-0.3108, -0.8848, -0.8048], [-0.9629, 0.5718, -0.2171], [1.5947, 0.8024, -0.8181], [-2.0395, -0.2477, 0.0004], [0.3164, -0.1329, 1.9499], [1.7664, 1.2986, 1.8331], [3.0201, -2.7283, 2.1333], [0.3802, -2.7176, -1.0319], [-1.9180, -1.3117, -3.1003], [-3.0882, 2.6764, -1.7251], [-0.1060, 2.6414, 1.1752], [-1.5654, -0.0216, 0.9052], [0.5391, 1.6415, 0.2102], [0.0786, -0.9467, -1.4606], [1.5690, 0.2917, -0.3624], [0.0319, 0.3887, 1.7185], [-1.0496, 0.1391, 1.3352], [0.5219, 0.3473, 1.3045], [-0.0177, 0.9309, 0.5145], [0.6671, 1.5350, 0.9335], [-0.1997, -0.9819, 1.1901], [0.1860, -1.3165, 0.5831], [1.3499, 1.0789, 0.3341], [-0.2138, -0.8902, -0.3464], [0.4019, 0.7389, -0.4502], [1.0748, -0.7750, 0.5084], [-0.9289, 1.3780, 0.8069], [0.5334, -1.2797, 1.3362], [1.1788, -1.2365, 0.9285], [0.1293, -1.5599, -0.6057], [-0.8376, -0.5507, -1.3796], [-1.6169, 1.4049, -1.0660], [-0.6079, 1.9133, 0.5013], [-0.0271, -0.0441, 0.0389], [0.2395, 0.0723, -0.3837], [0.0574, -0.0967, 0.0680], [-0.4714, 0.2369, -0.6347], [0.0351, 0.2196, 0.0392], [0.0364, -0.0071, 0.0061], [-0.0060, 0.1013, 0.0746], [-0.1364, 0.1260, -0.2689], [-0.1408, 0.0370, 0.0064], [0.0739, -0.1903, 0.0940], [0.1091, 0.0221, 0.2034], [0.0155, -0.0650, 0.0436], [-0.1029, -0.0699, -0.0331], [0.2579, -0.0933, -0.3868], [0.0127, 0.1899, -0.0544], [0.0283, -0.2100, -0.2302], [-0.1667, -0.1785, 0.0672], [0.1545, 0.0489, 0.0228], [-0.1391, 0.0204, 0.1901], [-0.0603, 0.0326, -0.2594], [-0.2701, -0.0237, 0.0822], [0.7455, -0.4185, 0.6714], [-0.0113, -0.0733, 0.0263], [0.0183, -0.0728, -0.0865], [0.0208, 0.2290, 0.0299], [-0.2284, -0.0616, -0.1305], [0.4258, -0.1340, 0.3530], [0.1390, 0.1929, -0.0155], [0.0187, 0.0184, -0.0006], [0.0968, -0.1842, -0.0497], [-0.0015, 0.0618, -0.0220], [-0.1408, -0.0184, 0.0197], [-0.0191, -0.0456, -0.1226], [0.0189, -0.1781, 0.0461], [0.1168, 0.1842, 0.0680], [0.3227, 0.0470, 0.0986], [0.0544, 0.2727, -0.0078], [-0.3467, -0.2538, -0.1780], [0.0313, -0.1208, -0.1287], [-0.0311, 0.2102, -0.0305], [0.1377, 0.2093, 0.1499], [0.0922, -0.1091, -0.1438], [-0.2596, -0.3332, -0.1507], [0.0317, 0.0045, -0.0012], [-0.0589, -0.1182, 0.1726], [0.0334, 0.1459, -0.0943], [-0.1246, -0.0181, -0.0264], [-0.0826, 0.0058, 0.4179], [-0.0862, 0.1574, 0.2127], [0.1839, -0.0783, -0.1144], [0.1559, -0.1118, -0.0749], [-0.1475, 0.0647, -0.0136], [-0.0678, -0.0425, 0.1286], [0.1278, 0.1320, 0.0167], [0.1788, -0.0897, -0.1870], [0.0296, -0.0756, -0.1323], [-0.4136, 0.1167, 0.1458], [-0.0079, -0.0602, 0.1575], [-0.0692, 0.1408, 0.0683], [0.2041, -0.0452, -0.1005], [-0.0909, 0.1386, -0.1106], [-0.2359, -0.2249, 0.0118], [-0.0141, -0.0544, -0.1111], [0.1035, -0.1350, 0.0705], [0.1547, 0.1491, 0.0950]], "mulliken_charge": [-0.8986, -0.3700, 0.4682, -0.4564, 0.1985, -0.7042, 0.3177, 0.6732, -0.4146, -0.7043, -0.2891, 0.0830, 0.0339, 0.8486, -0.0873, -0.6353, -0.2978, -0.2125, -0.1577, 0.2340, 0.2829, 0.2093, 0.1727, 0.2969, -0.0931, 0.1386, -0.2595, -0.6091, 0.0025, 0.2458, 0.0476, 0.3039, 0.2619, 0.0896, 0.2521, -0.3332, -0.0501, 0.2810, 0.2529, -0.2361, 0.1917, -0.0552, -0.0503, -0.1012, -0.1337, 0.3312, -0.1074, -0.1300, -0.0309, -0.0972, 0.3578, 0.6370, -0.1471, -0.1362, -0.0784, -0.2778, 0.1839, -0.1473, -0.1189, -0.0413, 0.1216, -0.0254, -0.0171, -0.1486, -0.1197, 0.2927, 0.1240, -0.1151, -0.1076, -0.1424, 0.2554, 0.3418, -0.1265, -0.1294, -0.1186, 0.0236, 0.1922, -0.1502, -0.0689, -0.1387, 0.1372, 0.0461, -0.1100, -0.0939, -0.1249, 0.2774, 0.0555, -0.1268, -0.1033, -0.1065, 0.2942, 0.6738, -0.1300, -0.1318, -0.1078, -0.3105, -0.0901, -0.0302, -0.1154, -0.1089, 0.3431, -0.1074, -0.1044, -0.1388, -0.0254, 0.3612], "e_lumo_ev": 1.37, "homo_lumo_gap_ha": 0.1998, "charge": -1, "energy_ha": -19327.0500, "de_lowest_ev": 3.882}

---

{"formula": "C27H35BF4N4P2Pt", "method": "the ωB97M-V functional and the def2-TZVPD basis", "species": ["Pt", "C", "C", "C", "C", "C", "C", "C", "C", "C", "H", "H", "H", "H", "H", "H", "H", "H", "H", "H", "H", "H", "H", "H", "H", "P", "P", "N", "N", "N", "N", "C", "C", "C", "C", "C", "C", "C", "C", "C", "C", "C", "C", "C", "C", "C", "C", "C", "C", "H", "H", "H", "H", "H", "H", "H", "H", "H", "H", "H", "H", "H", "H", "H", "H", "H", "H", "H", "H", "F", "B", "F", "F", "F"], "coordinates": [[-1.653, 0.400, -1.533], [-0.945, -1.051, 0.232], [-1.533, -1.664, -0.896], [-2.959, -2.178, -0.893], [-4.097, -1.144, -1.104], [-3.751, 0.318, -1.039], [-3.161, 0.881, 0.121], [-2.964, 0.099, 1.388], [-1.666, -0.757, 1.497], [-0.067, 1.596, -1.452], [0.150, -1.068, 0.298], [-0.839, -2.203, -1.553], [-3.167, -2.764, 0.019], [-2.974, -2.888, -1.738], [-4.530, -1.335, -2.098], [-4.889, -1.375, -0.380], [-4.311, 0.973, -1.721], [-3.146, 1.968, 0.219], [-3.820, -0.564, 1.591], [-2.933, 0.799, 2.236], [-0.940, -0.244, 2.150], [-1.905, -1.701, 2.025], [0.756, 1.152, -0.871], [-0.363, 2.530, -0.952], [0.258, 1.793, -2.481], [-6.838, -0.241, -3.647], [-5.654, -3.561, -3.773], [-7.873, 0.731, -2.594], [-7.570, 0.444, -5.156], [-6.291, -4.266, -2.254], [-5.559, -5.146, -4.573], [-7.871, -1.776, -3.607], [-7.279, -2.945, -4.416], [-7.348, 1.706, -1.734], [-8.401, 2.357, -1.104], [-9.616, 1.791, -1.603], [-9.266, 0.794, -2.500], [-6.782, 1.009, -6.165], [-7.599, 1.389, -7.224], [-8.940, 1.046, -6.868], [-8.893, 0.475, -5.604], [-5.565, -4.003, -1.090], [-6.310, -4.367, 0.023], [-7.530, -4.934, -0.468], [-7.502, -4.838, -1.859], [-6.338, -6.303, -4.445], [-5.992, -7.204, -5.445], [-4.960, -6.589, -6.223], [-4.712, -5.346, -5.677], [-8.882, -1.566, -3.979], [-7.951, -2.060, -2.549], [-8.003, -3.772, -4.473], [-7.064, -2.621, -5.446], [-6.276, 1.820, -1.658], [-8.310, 3.141, -0.364], [-10.627, 2.079, -1.334], [-9.907, 0.120, -3.054], [-5.718, 1.084, -6.025], [-7.278, 1.856, -8.142], [-9.833, 1.195, -7.464], [-9.705, 0.096, -5.009], [-4.580, -3.613, -1.158], [-5.989, -4.232, 1.039], [-8.311, -5.360, 0.139], [-8.232, -5.174, -2.579], [-7.051, -6.418, -3.649], [-6.431, -8.180, -5.597], [-4.471, -7.025, -7.089], [-4.005, -4.573, -5.943], [2.069, -1.342, 0.886], [2.570, -0.114, 1.453], [1.457, 0.646, 1.934], [3.455, -0.412, 2.521], [3.231, 0.624, 0.433]], "forces_ev_per_a": [[-0.2510, -0.6504, 0.5321], [-0.2413, -1.3826, -1.1095], [0.5748, -0.3632, 1.2955], [0.2730, -0.3444, -0.3716], [-0.3806, -0.3856, -0.5035], [-0.3313, 0.6096, 1.1341], [-0.7332, -0.2175, -1.0217], [0.2861, -0.2453, 0.7287], [0.3919, 0.6298, 0.6570], [1.5561, 1.5359, 0.3142], [-0.1556, 0.3480, -0.0929], [-0.2167, 0.4179, 0.0644], [0.3233, 0.2548, -0.1973], [-0.1944, 0.2407, 0.3937], [0.0664, 0.1259, 0.3332], [-0.0362, 0.2258, -0.0877], [0.4952, -0.1856, 0.1712], [0.0502, -0.2687, -0.1653], [0.0510, 0.2919, -0.4365], [-0.0815, -0.1422, -0.3905], [-0.2833, -0.1255, -0.2587], [0.1456, 0.2332, -0.4377], [-0.3022, -0.0663, -0.1102], [0.1171, -0.1272, -0.2298], [-0.1066, 0.0135, 0.0324], [-2.9416, 1.4330, -1.0869], [-1.5681, -2.6821, 0.7634], [0.2902, 0.1456, 0.7640], [0.8519, -0.2419, -0.5098], [0.6055, 0.7934, 0.7651], [0.4486, 0.0359, -0.9112], [0.2770, -0.3853, 0.2179], [0.1510, 0.1397, -0.3343], [-1.0885, -0.1460, 0.0612], [0.6586, -0.4594, -0.5332], [0.5943, -0.6374, -0.4553], [0.2214, 0.4281, 0.5582], [-1.0438, -0.0049, -0.3391], [0.3707, -0.3903, 0.9279], [0.5609, -0.3616, 0.9619], [0.3557, 0.1516, -0.6714], [-1.4859, -0.5378, 0.4492], [0.3486, 0.0144, -1.4584], [0.5868, 0.5292, -1.0435], [0.2329, 0.1715, 0.8747], [0.3635, -0.1939, -0.8144], [0.0855, 1.2541, 0.6621], [-0.0737, 0.4374, 0.2701], [-0.5387, -0.4067, 0.2949], [0.3676, -0.0111, 0.1760], [-0.0506, 0.0032, -0.0843], [0.3013, 0.2145, 0.0033], [-0.1776, -0.0854, 0.0757], [-0.2145, 0.1140, 0.0528], [0.0180, -0.0978, -0.1815], [0.2822, -0.1303, -0.0705], [0.1985, 0.2162, 0.2340], [0.0566, 0.0508, -0.0621], [0.0432, -0.0316, 0.0940], [0.1698, -0.0152, 0.1717], [0.1025, 0.0593, -0.1384], [0.1009, 0.0201, -0.0544], [-0.0304, -0.1722, 0.1920], [-0.1056, -0.0031, -0.1464], [0.0127, 0.1858, 0.0926], [0.1012, 0.0061, -0.0597], [0.0894, 0.1171, 0.0906], [-0.0326, 0.1873, 0.2562], [-0.0288, -0.1162, -0.0796], [-0.0526, 0.5042, 0.1535], [0.6773, 0.0159, 0.2160], [0.0997, -0.3543, -0.2800], [-0.7123, 0.2147, -0.7974], [-0.4958, -0.4006, 0.4890]], "mulliken_spin": [1.0582, 0.0281, 0.1697, 0.0064, -0.0104, 0.2679, -0.0523, 0.0222, 0.0328, 0.3861, -0.0022, 0.0037, -0.0019, 0.0089, -0.0028, 0.0399, 0.0157, 0.0007, 0.0013, 0.0026, 0.0030, 0.0039, -0.0106, 0.0128, 0.0225, -0.0024, 0.0001, -0.0007, 0.0000, -0.0006, 0.0000, 0.0004, -0.0002, 0.0029, 0.0016, -0.0002, 0.0002, -0.0003, 0.0001, 0.0000, 0.0000, 0.0047, -0.0007, 0.0000, 0.0004, 0.0000, 0.0000, 0.0000, 0.0000, 0.0000, 0.0001, 0.0000, 0.0000, -0.0106, 0.0000, 0.0000, 0.0000, 0.0002, 0.0000, 0.0000, 0.0000, -0.0006, 0.0002, 0.0000, 0.0001, -0.0001, 0.0000, 0.0000, 0.0000, -0.0004, -0.0011, 0.0002, 0.0000, 0.0006], "e_lumo_ev": [-1.81, -2.91], "homo_lumo_gap_ha": [0.2601, 0.2197], "multiplicity": 3, "energy_ha": -2495.2274, "de_lowest_ev": 0.000, "s_squared": 2.006}